Record 1
This record from the Open Molecules 2025 dataset describes a molecular structure, C32H72INbO16P3. The level of theory is ωB97M-V/def2-TZVPD.

Results
LUMO energy, eV: -0.95
Charge: -1

Last column: Mulliken charge in e.
CARTESIAN COORDINATES (ANGSTROEM)
C 7.9332 -2.6339 5.7117  -0.5386
C 6.6956 -3.0488 5.1513  -0.1055
C 5.3136 -3.1545 4.2261  -0.0689
Nb 4.8392 -1.1624 3.1805  -1.1302
I 2.3039 -1.2056 4.4743  -0.1037
C 6.9071 -1.0227 2.2366  -0.2885
C 7.4688 0.5259 2.0442  -0.0184
O 8.2148 1.1093 3.0097  -0.5574
C 3.9263 -2.2859 1.4225  0.6339
C 4.9332 -3.3264 0.6545  -0.4372
C 4.0165 -4.2825 -0.3179  -0.6750
C 3.1175 -5.4068 0.4667  -0.1064
C 3.7908 -6.0039 1.8374  -0.7806
C 4.1332 0.7939 2.1437  -0.5264
O 2.6762 0.9680 2.1884  -0.2186
C 2.0505 0.9052 0.8621  -0.3627
O 1.2524 -0.3095 0.6041  -0.2144
C 0.0349 -0.3592 1.4282  -0.1542
C -0.3428 -1.9417 1.8147  -0.1303
O -0.7624 -2.7310 0.6458  -0.4782
H 8.8028 -2.0908 6.3171  0.2912
H 4.4352 -3.3668 4.9800  0.2780
H 5.3714 -4.0697 3.4964  -0.0437
H 5.4892 -0.2272 4.6233  0.0745
H 7.0386 -1.5790 1.2154  0.2379
H 7.6637 -1.5318 3.0064  0.2607
H 7.1729 1.1237 1.0768  0.2596
H 3.5773 -1.4945 0.6214  0.1899
H 3.0304 -2.9314 1.8611  -0.2135
H 5.6053 -2.6644 -0.0762  0.2733
H 5.6829 -3.8999 1.3457  0.2014
H 4.6594 -4.7691 -1.1792  0.3395
H 3.2409 -3.5611 -0.8677  0.1465
H 2.9346 -6.2893 -0.3137  0.3778
H 2.0884 -4.9250 0.7631  -0.0801
H 3.5956 -7.1798 1.8174  0.2961
H 3.1932 -5.5801 2.7661  0.1910
H 4.9520 -5.8723 1.9203  0.1872
H 4.6247 0.9172 1.0901  0.2792
H 4.5914 1.6640 2.8212  0.2972
H 2.7721 1.0571 -0.0452  0.2590
H 1.2772 1.8139 0.8172  0.2970
H 0.1152 0.2160 2.4505  0.3932
H -0.8864 0.0074 0.7646  -0.0817
H 0.5564 -2.5115 2.3106  0.0971
H -1.2392 -1.9705 2.5954  0.1022
H -0.8472 -3.6801 0.9967  0.2561
O -5.8070 -0.7047 -4.4389  -0.7448
P -4.9467 -0.3458 -3.2025  1.0305
O -3.6623 0.2064 -4.0917  -0.3273
C -3.7752 1.5057 -4.6485  -0.0590
C -3.7071 2.5773 -3.5763  -0.9493
O -4.4345 -1.9183 -3.0073  -0.3893
C -5.1813 -3.0250 -3.4888  -0.3834
C -4.6482 -3.4622 -4.8416  -1.1112
O -3.9855 0.0553 -1.8211  -0.3586
C -3.1505 -0.8542 -1.1201  -0.1391
C -1.8533 -1.1422 -1.8559  -0.8162
H -4.7036 1.5880 -5.2226  0.2969
H -2.9416 1.6347 -5.3458  0.0803
H -4.5749 2.5202 -2.9113  0.3936
H -3.6845 3.5745 -4.0256  0.2367
H -2.8158 2.4486 -2.9545  0.2172
H -6.2535 -2.8065 -3.5182  0.3490
H -5.0495 -3.8429 -2.7720  0.3509
H -4.6503 -2.6409 -5.5657  0.2812
H -5.2413 -4.2860 -5.2466  0.3864
H -3.6071 -3.7912 -4.7516  0.2834
H -3.6940 -1.7675 -0.8566  0.1828
H -2.9020 -0.3734 -0.1675  0.4004
H -2.0225 -1.6037 -2.8301  0.3768
H -1.2218 -1.8147 -1.2678  0.2156
H -1.3041 -0.2127 -2.0400  0.2101
O -1.5172 -0.6614 5.6828  -0.5037
P -2.0148 -0.6669 7.1491  1.0870
O -3.3771 -1.5516 6.8223  -0.3202
C -3.2125 -2.9502 6.6552  -0.2394
C -2.8839 -3.6318 7.9706  -1.0584
O -2.6849 0.8511 7.0076  -0.3927
C -2.2301 1.7952 6.0505  -0.3286
C -3.1126 1.7494 4.8159  -1.0902
O -2.5708 -0.6732 8.7873  -0.4178
C -3.3438 0.3555 9.3873  -0.1533
C -4.8016 0.3141 8.9627  -0.9785
H -2.4368 -3.1496 5.9091  0.1968
H -4.1561 -3.3449 6.2662  0.3198
H -1.9046 -3.3131 8.3417  0.2951
H -2.8678 -4.7190 7.8504  0.4150
H -3.6196 -3.3710 8.7377  0.2120
H -1.1728 1.6473 5.8083  0.3408
H -2.3089 2.7870 6.5090  0.3084
H -3.1598 0.7439 4.3853  0.2414
H -2.7488 2.4399 4.0508  0.3900
H -4.1416 2.0230 5.0739  0.3185
H -2.8883 1.3381 9.2253  0.2435
H -3.2992 0.1842 10.4685  0.3565
H -4.9248 0.4552 7.8876  0.1999
H -5.3708 1.0958 9.4742  0.3809
H -5.2421 -0.6592 9.2039  0.2733
O -0.9926 3.3524 -6.2311  -0.6011
P 0.0248 4.5126 -6.3594  1.0456
O -0.9517 5.4376 -7.3269  -0.2974
C -1.9991 6.1514 -6.6908  -0.1157
C -1.4617 7.2974 -5.8538  -1.0322
O 0.8744 3.7358 -7.5628  -0.4058
C 0.8573 2.3247 -7.7143  -0.3432
C -0.1685 1.9271 -8.7606  -1.1239
O 1.1615 5.8088 -6.5027  -0.3891
C 2.2133 5.8661 -7.4547  -0.1742
C 1.7233 6.2309 -8.8454  -0.9744
H -2.5988 5.4702 -6.0787  0.0760
H -2.6476 6.5480 -7.4779  0.2943
H -0.8738 6.9226 -5.0098  0.2979
H -2.2804 7.9056 -5.4580  0.4089
H -0.8012 7.9361 -6.4482  0.2197
H 0.6903 1.8181 -6.7584  0.3433
H 1.8528 2.0223 -8.0574  0.3243
H -1.1659 2.3092 -8.5199  0.2713
H -0.2254 0.8400 -8.8573  0.3835
H 0.0978 2.3520 -9.7346  0.3157
H 2.8040 4.9441 -7.4474  0.2521
H 2.8936 6.6552 -7.1157  0.3518
H 1.0190 5.4981 -9.2426  0.2029
H 2.5651 6.3027 -9.5404  0.3797
H 1.1984 7.1919 -8.8255  0.2752

Record 2
This record from the Open Molecules 2025 dataset describes 3 unconnected molecules or ions with the total composition C24H40F7N4O4S. The level of theory is ωB97M-V/def2-TZVPD.

Results
Expectation value of S²: 2.0087
Spin multiplicity: 3
LUMO energy (spin up / spin down), eV: -4.66 / -4.66
Charge: +1

Last column: Mulliken spin population.
CARTESIAN COORDINATES (ANGSTROEM)
O 1.1375 -2.9448 2.4632  0.0000
S 0.8157 -1.6689 1.8256  0.0001
O 0.4123 -0.7478 2.8767  0.0000
N 2.2992 -1.0753 1.1649  0.0007
C 2.5501 0.3186 1.3480  -0.0001
C 3.8736 0.5191 0.7437  0.0000
N 4.2869 -0.7422 0.2480  -0.0003
C 3.3363 -1.7067 0.5085  0.0012
C -0.5024 -2.0045 0.5482  -0.0002
F -0.0218 -1.9661 -0.7591  0.0010
F -0.8876 -3.3197 0.7403  0.0000
C -1.8197 -1.1318 0.6831  0.0000
F -2.7861 -1.7845 -0.0817  0.0000
F -2.3364 -1.1144 1.9639  0.0000
C -1.7239 0.3334 0.0941  0.0002
F -1.5640 0.3445 -1.2741  0.0000
F -2.9596 0.9236 0.3114  -0.0001
F -0.8094 1.1217 0.7465  0.0000
H 1.9263 1.0957 1.8484  0.0000
H 4.4383 1.4813 0.7128  0.0000
H 5.1941 -0.8800 -0.2019  -0.0002
H 3.3840 -2.8021 0.2652  -0.0009
C -6.1128 5.6659 3.7072  0.0119
C -4.6956 5.7788 4.3322  0.0340
C -3.6662 6.4240 3.3760  0.0194
C -3.0925 5.5047 2.3071  -0.0195
C -2.5950 4.2061 2.9335  0.0197
C -3.6869 3.5134 3.7644  0.0149
N -4.2819 4.4210 4.7965  0.3097
O -3.3794 4.5808 5.7657  0.6084
C -4.7521 2.9827 2.7754  0.0236
C -3.1156 2.2288 4.3944  -0.0056
C -4.9038 6.8144 5.4630  -0.0053
H -6.3871 4.6648 3.3894  -0.0094
H -6.8868 5.9199 4.4360  -0.0012
H -6.2299 6.3313 2.8492  -0.0002
H -2.8187 6.7954 3.9650  0.0026
H -4.1014 7.3058 2.8973  0.0023
H -3.8384 5.3112 1.5311  0.0007
H -2.2593 6.0055 1.8053  0.0025
H -2.2389 3.5380 2.1420  0.0030
H -1.7223 4.4210 3.5611  0.0012
H -5.5834 2.5122 3.3056  -0.0118
H -4.3200 2.2261 2.1156  0.0023
H -5.1533 3.7456 2.1104  0.0009
H -2.2458 2.4197 5.0270  0.0002
H -2.7896 1.5300 3.6193  0.0006
H -3.8730 1.7200 4.9961  -0.0032
H -5.5651 6.4341 6.2451  -0.0020
H -5.3597 7.7194 5.0558  0.0007
H -3.9657 7.1211 5.9297  -0.0004
C 1.5048 -3.2375 -4.3934  0.0196
C 2.9244 -3.0915 -3.7810  0.0372
C 3.9456 -2.4861 -4.7716  0.0210
C 4.5165 -3.4512 -5.8005  -0.0173
C 5.0231 -4.7181 -5.1178  0.0204
C 3.9388 -5.3765 -4.2495  0.0325
N 3.3447 -4.4222 -3.2560  0.3373
O 4.2502 -4.2098 -2.2959  0.5753
C 2.8690 -5.9563 -5.2062  0.0112
C 4.5183 -6.6283 -3.5637  -0.0041
C 2.7199 -2.0128 -2.6980  -0.0383
H 1.2339 -4.2526 -4.6640  -0.0111
H 0.7320 -2.9539 -3.6730  -0.0036
H 1.3812 -2.6122 -5.2796  -0.0003
H 4.7958 -2.0849 -4.2053  0.0028
H 3.5038 -1.6283 -5.2873  0.0011
H 3.7672 -3.6827 -6.5620  0.0004
H 5.3442 -2.9712 -6.3293  0.0023
H 5.3769 -5.4195 -5.8784  0.0004
H 5.8984 -4.4711 -4.5062  0.0041
H 2.0430 -6.4045 -4.6487  -0.0062
H 3.2995 -6.7409 -5.8323  0.0000
H 2.4607 -5.2264 -5.9033  0.0002
H 5.3909 -6.4056 -2.9459  -0.0009
H 4.8422 -7.3601 -4.3063  0.0003
H 3.7660 -7.1114 -2.9347  -0.0002
H 2.0649 -2.3652 -1.8964  0.0083
H 2.2587 -1.1240 -3.1338  -0.0003
H 3.6624 -1.6863 -2.2522  0.0066

Record 3
This record from the Open Molecules 2025 dataset describes 2 unconnected molecules or ions with the total composition C5H16N3. The level of theory is ωB97M-V/def2-TZVPD.

Results
Energy relative to the best compared isomer or geometry (same formula, charge and spin), kcal per mole: 176.41
LUMO energy, eV: -7.82
Charge: +1

Last column: Mulliken charge in e.
CARTESIAN COORDINATES (ANGSTROEM)
N -2.3781 0.4435 0.4880  -0.4126
C -2.3922 -0.4622 -0.6851  -0.4145
C -1.0720 -1.4304 -0.5397  -0.5490
N 0.1576 -0.6295 -0.6281  0.0386
C 1.1576 -0.6832 -1.6875  -0.2548
C 2.5926 -0.1259 -1.2280  -1.1539
N 0.4805 1.4235 1.2764  -0.3601
C 0.3737 1.0394 2.6504  -0.7336
H 0.7246 0.6730 0.5926  0.2396
H -3.2471 0.9432 0.4791  0.2657
H -1.5666 1.0650 0.3604  0.1867
H -2.3275 -0.0456 -1.7718  0.2758
H -3.3546 -1.1523 -0.4395  0.3590
H -1.0454 -2.3333 -1.2463  0.3627
H -1.1285 -1.8263 0.4556  0.3339
H 2.6190 1.0913 -1.4415  0.2738
H 0.7391 -0.2962 -2.6639  0.3920
H 1.4049 -1.8092 -1.9431  0.3449
H 3.3914 -0.4242 -1.9874  0.3774
H 2.9668 -0.3942 -0.1976  0.3268
H 0.8124 2.4165 1.1085  0.2514
H 0.2313 1.8623 3.3072  0.3678
H -0.3647 0.2343 2.5995  0.2456
H 1.2252 0.4203 3.1417  0.2369

Record 4
This record from the Open Molecules 2025 dataset describes 2 unconnected molecules or ions with the total composition C16H22B4O4. The level of theory is ωB97M-V/def2-TZVPD.

Results
LUMO energy, eV: -0.21
SMILES string: CB(O)B1OBOB(CCCc2ccccc2)O1.c1ccccc1
Charge: 0

Last column: Mulliken charge in e.
CARTESIAN COORDINATES (ANGSTROEM)
C -1.2501 -2.1315 8.1250  -0.8640
B -2.0231 -1.7596 6.7457  0.6782
O -3.3904 -1.2903 6.7201  -0.5170
B -1.1992 -1.8987 5.3017  0.0228
O 0.2628 -1.9029 5.2910  -0.4127
B 0.7291 -3.1424 4.7000  0.4918
O -0.0203 -3.6789 3.5769  -0.5228
B -0.9472 -2.6251 3.1409  0.4445
C -0.7752 -2.1049 1.6170  -0.3903
C -2.1377 -1.6524 0.8940  -0.3217
C -1.9331 -1.4198 -0.7111  -0.9582
C -0.5442 -0.7065 -1.0685  0.5862
C 0.8264 -1.4729 -1.1942  -0.1392
C 2.1796 -0.7891 -1.4982  -0.4821
C 2.1436 0.7627 -1.7198  -0.5187
C 0.7904 1.5322 -1.6429  -0.3162
C -0.5497 0.8347 -1.3086  -0.4939
O -1.9309 -2.0552 4.0499  -0.3586
H -1.9772 -2.1190 9.0061  0.2252
H -0.7773 -3.1863 8.0870  0.2766
H -0.3582 -1.4153 8.2999  0.2863
H -3.3759 -0.3670 6.3837  0.3065
H 1.6764 -3.6627 5.1691  -0.0961
H -0.2399 -2.9316 1.0126  0.0147
H -0.0725 -1.1838 1.5909  0.3042
H -2.9423 -2.4490 1.0409  0.3221
H -2.4144 -0.6245 1.3158  0.2001
H -2.1152 -2.3851 -1.3112  0.3337
H -2.7808 -0.6961 -1.0167  0.3198
H 0.7593 -2.6057 -1.0002  0.2635
H 3.1301 -1.4188 -1.5391  0.3425
H 3.1466 1.2640 -1.9448  0.3360
H 0.7588 2.6571 -1.8354  0.3802
H -1.5234 1.4198 -1.2325  0.2759
C 1.6394 2.7490 -5.1401  0.1744
C 2.0001 2.4967 -6.4601  -0.5485
C 1.9383 3.5153 -7.4061  -0.3184
C 1.5113 4.7863 -7.0329  -0.4200
C 1.1418 5.0364 -5.7150  -0.4766
C 1.2072 4.0187 -4.7682  -0.2897
H 1.6940 1.9563 -4.4013  0.2101
H 2.3306 1.5051 -6.7518  0.3594
H 2.2228 3.3190 -8.4345  0.3552
H 1.4655 5.5812 -7.7695  0.3515
H 0.8033 6.0259 -5.4250  0.3523
H 0.9212 4.2147 -3.7401  0.2308

Record 5
This record from the Open Molecules 2025 dataset describes a single C9H11NOS molecule. The level of theory is ωB97M-V/def2-TZVPD.

Results
Energy relative to the best compared isomer or geometry (same formula, charge and spin), kcal per mole: 80.48
LUMO energy (spin up / spin down), eV: 0.24 / 0.24
Charge: 0

Last column: Mulliken charge in e.
CARTESIAN COORDINATES (ANGSTROEM)
C -2.0476 -0.0461 1.1922  -0.4724
C -0.6989 -0.0018 1.5380  -0.7612
C -1.4245 -0.7597 -0.9997  -0.3180
C -2.4273 -0.4809 -0.0843  0.6769
C 0.2652 -0.3003 0.5033  0.4292
C 1.6266 0.2126 0.7371  -0.5512
C 2.5233 0.1907 -0.4883  0.1965
C -3.9346 -0.4148 -0.3124  -1.4625
C 3.3226 1.3891 -0.7150  -1.5742
N -0.1329 -0.6004 -0.7208  -0.3834
O 2.8945 -2.4728 0.0263  -0.5084
S 3.1938 -1.2135 0.6540  0.3431
H -2.9047 0.1904 1.6966  0.5411
H -0.2694 0.2473 2.4987  0.3907
H -1.4971 -0.7732 -2.1301  0.3035
H 1.6790 0.9241 1.5219  0.4532
H 2.1317 -0.3127 -1.3460  0.4590
H -4.0613 -1.0250 -1.2880  0.3039
H -4.6679 -0.7439 0.3733  0.4197
H -4.2150 0.5690 -0.4397  0.3505
H 3.9050 1.8100 0.1695  0.3123
H 2.7706 2.2868 -0.9146  0.3841
H 3.9688 1.3251 -1.4720  0.4675

Record 6
This record from the Open Molecules 2025 dataset describes a molecular structure, C41H43BKN15OS2. The level of theory is ωB97M-V/def2-TZVPD.

Results
Energy relative to the best compared isomer or geometry (same formula, charge and spin), kcal per mole: 0.00
Expectation value of S²: 0.7795
Spin multiplicity: 2
LUMO energy (spin up / spin down), eV: 1.51 / 0.95
Charge: -1

Last column: Mulliken spin population.
CARTESIAN COORDINATES (ANGSTROEM)
K 0.6865 0.5703 -0.3057  0.0046
C 2.7092 -2.2236 1.5736  0.0015
C 2.5018 -0.9320 2.2999  -0.0019
C 3.3728 -0.2776 3.1930  0.0000
C 2.7181 0.8844 3.5184  0.0000
N 1.5274 0.8941 2.8834  0.0003
N 1.4026 -0.2178 2.1160  -0.0013
B 0.6113 2.1183 2.6883  0.0000
N -0.8810 1.7227 2.4926  0.0003
C -1.9119 2.1140 3.2691  0.0000
C -3.0419 1.4539 2.8428  0.0000
C -2.5988 0.6555 1.7732  0.0001
C -3.4138 -0.2706 0.9277  0.0000
N -1.3000 0.8264 1.5662  -0.0015
N 1.1586 2.9276 1.4795  -0.0001
C 0.7977 4.1519 1.0394  0.0001
C 1.7231 4.5659 0.1128  0.0000
C 2.6499 3.5046 0.0408  -0.0001
C 3.9087 3.4175 -0.7588  0.0004
N 2.3031 2.5231 0.8560  0.0000
N 0.6669 2.9506 3.9897  0.0000
C 0.6453 2.4719 5.2515  0.0000
C 0.4101 3.5265 6.1029  0.0000
C 0.2786 4.6400 5.2494  0.0000
C 0.0048 6.0656 5.6108  0.0000
N 0.4246 4.2808 3.9838  0.0000
H 3.3441 -2.8965 2.1505  0.0002
H 3.1977 -2.0650 0.6086  0.0024
H 1.7671 -2.7351 1.3807  -0.0009
H 4.3377 -0.6074 3.5401  0.0000
H 3.0186 1.7079 4.1444  0.0000
H -1.7738 2.8296 4.0626  0.0000
H -4.0383 1.5264 3.2462  0.0000
H -4.4429 -0.2947 1.2869  0.0000
H -3.0128 -1.2834 0.9526  -0.0003
H -3.4222 0.0406 -0.1188  -0.0002
H -0.0739 4.6439 1.4368  0.0000
H 1.7277 5.4915 -0.4395  0.0000
H 4.6702 4.0850 -0.3490  0.0000
H 3.7464 3.6979 -1.8011  -0.0005
H 4.2963 2.4001 -0.7281  -0.0001
H 0.7945 1.4230 5.4475  0.0000
H 0.3523 3.5041 7.1784  0.0000
H 0.1191 6.2208 6.6836  0.0000
H -1.0113 6.3539 5.3350  0.0000
H 0.6906 6.7341 5.0906  0.0000
S 1.8771 -2.2758 -2.4816  0.4165
C 1.2638 -2.8007 -3.9429  0.0684
C 1.3161 -4.2269 -4.1780  -0.0116
N 1.3712 -5.3653 -4.3450  0.0249
C 0.6204 -2.0165 -4.9364  0.0441
S 0.3539 -0.3704 -4.8890  0.4139
C 0.0793 -2.7297 -6.0716  -0.0047
N -0.3579 -3.2721 -6.9889  0.0249
C -3.2823 5.2716 -0.1267  0.0000
C -3.2085 3.9059 0.0965  0.0001
C -2.2459 3.1533 -0.5628  -0.0011
C -1.3622 3.7712 -1.4308  0.0030
C -1.4327 5.1419 -1.6638  0.0000
C -2.3967 5.8861 -1.0093  0.0001
N -0.3620 2.9153 -1.9987  0.0003
N 0.3823 3.4846 -2.8021  -0.0008
C 1.4387 2.6720 -3.3303  0.0037
C 1.9124 3.0520 -4.5782  -0.0004
C 2.9584 2.3293 -5.1245  -0.0023
C 3.5024 1.2910 -4.3879  0.0050
C 2.9627 1.0095 -3.1414  0.0144
N 1.9412 1.6772 -2.6159  -0.0073
H -4.0236 5.8657 0.3932  0.0000
H -3.8764 3.4216 0.7962  0.0000
H -2.1495 2.0917 -0.3823  -0.0005
H -0.7227 5.6040 -2.3346  0.0000
H -2.4547 6.9546 -1.1750  0.0000
H 1.4539 3.8870 -5.0886  0.0001
H 3.3435 2.5757 -6.1055  -0.0016
H 4.3242 0.6988 -4.7654  -0.0020
H 3.3619 0.1989 -2.5450  -0.0075
C -0.9302 -7.3191 1.9742  -0.0001
C -0.5026 -7.3832 0.5139  0.0000
N -1.0979 -6.3203 -0.2883  -0.0010
C -2.4251 -6.5785 -0.8233  -0.0002
C -2.4201 -7.5022 -2.0360  0.0002
C -0.4659 -5.1099 -0.2629  0.0025
O 0.5255 -4.9318 0.4296  0.0006
C -0.9980 -3.9768 -1.0902  -0.0058
C -1.5001 -4.0807 -2.3820  0.0064
C -1.8868 -2.9297 -3.0468  -0.0002
C -1.7320 -1.7077 -2.4088  0.0022
N -1.2076 -1.5886 -1.1914  0.0218
C -0.8590 -2.7018 -0.5549  0.0023
H -0.4790 -8.1351 2.5412  0.0000
H -2.0143 -7.3981 2.0781  0.0000
H -0.6058 -6.3756 2.4115  0.0000
H -0.7869 -8.3369 0.0659  0.0000
H 0.5786 -7.2882 0.4417  0.0000
H -2.9007 -5.6313 -1.0639  0.0003
H -3.0276 -7.0285 -0.0268  0.0000
H -1.7554 -7.1296 -2.8155  0.0000
H -3.4263 -7.5859 -2.4500  0.0000
H -2.0851 -8.5057 -1.7715  0.0000
H -1.5558 -5.0380 -2.8825  -0.0020
H -2.2574 -2.9693 -4.0627  0.0025
H -1.9930 -0.7860 -2.9171  -0.0066
H -0.4208 -2.5839 0.4308  -0.0057